# 1
The following is a DFT calculation (ωB97M-V/def2-TZVPD) of C5H29NO11 as an isolated structure at a distorted geometry.

The total charge is 0. For the largest force on an atom, the calculation gives 7.616 eV/A. For the energy above the lowest of the compared OMol25 structures with the same formula, charge and spin, the calculation gives 5.054 eV.

Cartesian coordinates (Å):
1 C -0.3414 1.0405 2.8023
2 N 0.5205 0.5723 1.7027
3 C 0.1599 1.1244 0.4155
4 C -1.3145 0.9454 -0.0757
5 C -1.6458 0.1672 -1.2718
6 O -0.9879 0.0620 -2.3067
7 C 0.5931 2.6702 0.3720
8 O 1.3489 2.9870 -0.7765
9 H 0.2035 0.8785 3.7373
10 H -1.2627 0.4652 2.9527
11 H -0.4204 2.1306 2.6965
12 H 0.4007 -0.4482 1.6420
13 H 0.8207 0.6649 -0.3230
14 H -1.8551 1.8674 0.2410
15 H -1.8143 0.3301 0.7254
16 H -2.5442 -0.4502 -1.2267
17 H 1.1940 2.8307 1.2762
18 H -0.3331 3.2722 0.3043
19 H 1.5822 2.2152 -1.3475
20 H 0.4237 0.6869 -2.2727
21 H 1.5021 1.1493 -3.3131
22 O 1.4037 0.9583 -2.3726
23 H 1.8629 -2.3570 -0.2330
24 H 1.6225 -3.8490 -0.6533
25 O 1.4467 -3.1963 0.0309
26 H -2.9269 -1.2220 1.0001
27 H -4.1399 -0.5889 1.8344
28 O -3.3329 -0.3985 1.3480
29 H -1.6024 3.4228 -1.4250
30 H -0.1609 3.3727 -2.0500
31 O -1.1107 3.4063 -2.2445
32 H -2.0299 -3.0987 -0.1865
33 H -1.1314 -2.5910 1.0653
34 O -2.0113 -2.6483 0.6706
35 H 2.7504 2.0086 0.1185
36 H 2.5627 1.1903 1.2807
37 O 3.2044 1.2613 0.5489
38 H -1.7676 -2.4196 -2.7315
39 H -0.6044 -3.1607 -1.9079
40 O -1.5543 -3.0534 -2.0448
41 H 2.4696 -0.5087 -1.8055
42 H 3.2956 -0.3361 -0.5486
43 O 2.9219 -1.0339 -1.1247
44 H 1.0106 -3.6648 2.5822
45 H 1.0545 -3.4572 1.0119
46 O 0.5373 -3.1979 1.8822

Löwdin atomic charge list, values in e, 4 entries:
1 C -0.086
2 N -0.081
3 C -0.310
4 C -0.097

# 2
The following is a DFT calculation (ωB97M-V/def2-TZVPD) of an isolated ion of composition C5H2BrO2 and charge -1 at a distorted geometry.

The total charge is -1. For the largest force on an atom, the calculation gives 6.331 eV/A. As for the SMILES: C#C/C=C(\Br)C(=O)[O-]. For the energy above the lowest of the compared OMol25 structures with the same formula, charge and spin, the calculation gives 0.977 eV.

Cartesian coordinates (Å):
1 C 0.0243 -1.7005 -2.3035
2 C -0.2445 -1.2563 -1.1837
3 C -0.5140 -0.5546 0.0533
4 C 0.3481 0.6828 0.4672
5 C -0.0686 1.5604 1.6696
6 O -1.1959 1.2088 2.1341
7 O 0.7073 2.4825 1.9532
8 Br 1.9732 1.1942 -0.5173
9 H 0.2347 -2.5096 -3.0026
10 H -1.2646 -1.1077 0.7297

Löwdin atomic charge list, values in e, 4 entries:
1 C 0.049
2 C -0.242
3 C -0.115
4 C -0.450

# 3
The following is a DFT calculation (ωB97M-V/def2-TZVPD) of one molecule with the formula C5H2Cl2N4 at a distorted geometry.

The total charge is 0. For the largest force on an atom, the calculation gives 6.406 eV/A. As for the SMILES: Clc1ccc2nnc(Cl)n2n1. For the energy above the lowest of the compared OMol25 structures with the same formula, charge and spin, the calculation gives 0.000 eV.

Cartesian coordinates (Å):
1 C 1.3482 -0.2437 1.1272
2 C 0.9844 -1.0995 -0.7372
3 C 0.0152 -1.3482 -1.9323
4 C -1.1549 -0.6168 -2.0111
5 C -1.3401 0.3042 -0.9118
6 H 0.2070 -2.1509 -2.5649
7 H -2.0096 -0.9660 -2.6754
8 N 2.3447 -1.0361 0.9364
9 N 2.1624 -1.5623 -0.3118
10 N -0.7319 0.4339 0.1939
11 N 0.4544 -0.3511 0.2289
12 Cl 1.1558 0.8797 2.5136
13 Cl -2.7394 1.3997 -1.0607

Löwdin atomic charge list, values in e, 4 entries:
1 C -0.757
2 C -0.247
3 C 0.082
4 C -0.081

# 4
The following is a DFT calculation (ωB97M-V/def2-TZVPD) of one molecule with the formula C5H2ClF3O at a distorted geometry.

The total charge is 0. For the largest force on an atom, the calculation gives 2.834 eV/A. For the energy above the lowest of the compared OMol25 structures with the same formula, charge and spin, the calculation gives 2.814 eV.

Cartesian coordinates (Å):
1 C 1.7432 -0.2368 0.9768
2 C -1.5541 -0.2325 -0.1296
3 C -1.1075 -1.3833 -0.6252
4 C 0.8835 0.4115 -0.1405
5 C -0.5303 0.7862 0.2977
6 O -0.5231 -2.2649 -1.0774
7 F -2.9067 0.0419 0.1124
8 F -0.6725 0.8804 1.6346
9 F -0.9061 2.0054 -0.1711
10 Cl 3.0214 -1.1612 0.4179
11 H 1.4599 1.3347 -0.2625
12 H 1.0923 -0.1813 -1.0330

Löwdin atomic charge list, values in e, 4 entries:
1 C -0.438
2 C -0.129
3 C -0.083
4 C -0.202

# 5
The following is a DFT calculation (ωB97M-V/def2-TZVPD) of a 2-piece molecular cluster, C5H2F3N2O4 overall at a distorted geometry.

The total charge is -1. For the largest force on an atom, the calculation gives 3.586 eV/A. For the energy above the lowest of the compared OMol25 structures with the same formula, charge and spin, the calculation gives 0.000 eV.

Cartesian coordinates (Å):
1 C 0.3235 -1.4866 -1.0956
2 C 1.1531 0.6856 -0.3213
3 C -2.1032 2.7942 0.5084
4 C 0.2580 -1.9204 0.4058
5 C -0.1925 -0.7333 1.2158
6 N 1.0406 -0.3649 -1.2914
7 N 0.6071 0.3942 0.8424
8 O -3.2241 2.5745 0.4341
9 O -0.0466 -2.1298 -2.0398
10 O 1.8447 1.7165 -0.5285
11 O -0.9924 3.1104 0.5772
12 F 1.5705 -2.1551 0.7500
13 F -0.3909 -3.1059 0.6610
14 F -1.5582 -0.4243 0.5705
15 H 1.0687 -0.1196 -2.2836
16 H 0.6416 1.1646 1.5950

Löwdin atomic charge list, values in e, 4 entries:
1 C -0.415
2 C -0.516
3 C -0.433
4 C -0.465

# 6
The following is a DFT calculation (ωB97M-V/def2-TZVPD) of one molecule with the formula C5H2FN3O2 at a distorted geometry.

The total charge is 0. For the largest force on an atom, the calculation gives 4.970 eV/A. For the energy above the lowest of the compared OMol25 structures with the same formula, charge and spin, the calculation gives 1.275 eV.

Cartesian coordinates (Å):
1 C -0.3638 -0.1231 0.5918
2 C -0.1770 1.3318 0.7535
3 C -0.4256 -0.8379 -0.7337
4 C -1.6875 -0.7882 -1.1850
5 C 1.5173 -2.3314 -1.0199
6 N 0.4760 -1.7538 -1.2671
7 N -1.3975 0.9933 0.7900
8 N 0.6087 2.4377 0.8964
9 O -2.7270 -0.4471 -1.5343
10 O 2.4478 -3.0431 -1.0402
11 F 0.0095 -1.0110 1.5541
12 H 1.5386 2.3728 0.7772
13 H 0.1805 3.2000 1.4172

Löwdin atomic charge list, values in e, 4 entries:
1 C -0.343
2 C -0.304
3 C -0.185
4 C -0.104

# 7
The following is a DFT calculation (ωB97M-V/def2-TZVPD) of one molecule with the formula C5H2N2 at a distorted geometry.

The total charge is 0. For the largest force on an atom, the calculation gives 6.831 eV/A. For the energy above the lowest of the compared OMol25 structures with the same formula, charge and spin, the calculation gives 1.626 eV.

Cartesian coordinates (Å):
1 C -1.0388 2.5899 -0.2485
2 C 1.9265 -0.5575 0.0347
3 C -0.6672 -0.9164 -0.5825
4 C -0.7046 0.1774 0.4020
5 C 0.5077 -0.4834 -0.1806
6 N -0.9312 1.4829 0.1220
7 N 3.0602 -0.5627 0.0942
8 H -1.2169 -1.4885 -1.1253
9 H -0.9358 -0.2418 1.4840

Löwdin atomic charge list, values in e, 4 entries:
1 C 0.061
2 C -0.144
3 C 0.132
4 C -0.316

# 8
The following is a DFT calculation (ωB97M-V/def2-TZVPD) of C5H2O as an isolated structure at a distorted geometry.

The total charge is 0. For the largest force on an atom, the calculation gives 1.052 eV/A. For the energy above the lowest of the compared OMol25 structures with the same formula, charge and spin, the calculation gives 2.941 eV.

Cartesian coordinates (Å):
1 O 0.2653 1.1197 1.6902
2 C 0.3186 0.1319 1.0145
3 C 1.1596 0.6915 -1.4867
4 C 0.2721 -0.0739 -2.0234
5 C -0.5137 -0.3544 -1.0087
6 C -0.8920 -0.4201 0.2329
7 H 1.2360 -0.4730 0.8839
8 H -1.8459 -0.6217 0.6973

Löwdin atomic charge list, values in e, 4 entries:
1 O 0.088
2 C -0.293
3 C 0.168
4 C -0.108

# 9
The following is a DFT calculation (ωB97M-V/def2-TZVPD) of one molecule with the formula C5H2O at a distorted geometry.

The total charge is 0. For the largest force on an atom, the calculation gives 1.132 eV/A. As for the SMILES: O=C[C@]12C3=C1[C@@H]32. For the energy above the lowest of the compared OMol25 structures with the same formula, charge and spin, the calculation gives 3.264 eV.

Cartesian coordinates (Å):
1 O -1.8898 -1.3711 0.0330
2 C -1.4782 -0.2534 0.2033
3 C 0.0079 0.1328 0.1480
4 C 0.5867 1.4022 0.0476
5 C 1.3551 0.6967 -1.0617
6 C 1.3710 -0.3175 -0.1116
7 H -2.1985 0.5692 0.4505
8 H 2.2458 -0.8588 0.2909

Löwdin atomic charge list, values in e, 4 entries:
1 O 0.076
2 C -0.179
3 C -0.224
4 C 0.061

# 10
The following is a DFT calculation (ωB97M-V/def2-TZVPD) of a 9-piece molecular cluster, C5H30N3O8 overall at a distorted geometry.

The total charge is +1. For the largest force on an atom, the calculation gives 6.934 eV/A. For the energy above the lowest of the compared OMol25 structures with the same formula, charge and spin, the calculation gives 3.608 eV.

Cartesian coordinates (Å):
1 C 1.3096 2.6956 2.1163
2 C -0.1248 2.3022 2.2348
3 C -0.3367 0.8644 2.8189
4 C -1.7999 0.2723 2.8976
5 N -2.4643 0.1892 -0.7464
6 C -2.5669 0.3932 0.5941
7 N -2.1237 -0.3815 1.5938
8 N -0.8112 2.3569 0.8438
9 H 1.6302 3.1422 1.2112
10 H 1.4452 3.4337 2.9941
11 H 2.0256 1.8605 2.1385
12 H -0.6221 2.9925 2.9693
13 H 0.0135 1.1539 3.8780
14 H 0.3577 0.2600 2.3709
15 H -2.0030 -0.5006 3.6951
16 H -2.4068 1.2371 3.0931
17 H -1.8816 -0.4387 -1.3558
18 H -2.7446 1.0689 -1.2632
19 H -3.2540 1.2643 0.8110
20 H -1.5296 -1.3251 1.4558
21 H -1.1829 3.2199 0.6063
22 H -0.1742 1.8896 0.3015
23 H -1.4663 1.4241 -3.3041
24 H -1.8148 2.8078 -3.1399
25 O -2.1496 1.9917 -2.9225
26 H 1.6639 -4.3012 -0.6912
27 H 1.7548 -2.8941 -1.1053
28 O 1.0916 -3.5148 -0.8356
29 H 1.5420 -1.6921 -2.5722
30 H 0.5791 -1.7595 -3.7489
31 O 1.4762 -1.3517 -3.5568
32 H 3.6122 1.0199 0.3315
33 H 2.2624 0.8607 -0.3673
34 O 2.7310 1.0523 0.4481
35 H 2.2913 1.7750 -2.2102
36 H 1.7761 0.5055 -2.9592
37 O 1.5840 1.0267 -2.1746
38 H 0.0193 -2.6862 0.4041
39 H 0.0184 -2.9959 1.9321
40 O -0.5440 -2.6837 1.2229
41 H -1.3759 -3.0021 -2.0337
42 H -0.1782 -2.1450 -1.9920
43 O -0.9530 -2.1416 -2.4034
44 H 4.1232 -1.8639 0.7407
45 H 2.8988 -0.9093 1.0144
46 O 3.2047 -1.5941 0.3452

Löwdin atomic charge list, values in e, 4 entries:
1 C -0.094
2 C -0.389
3 C -0.146
4 C -0.137

# 11
The following is a DFT calculation (ωB97M-V/def2-TZVPD) of a 9-piece molecular cluster, C5H31N2O8 overall at a distorted geometry.

The total charge is +1. For the largest force on an atom, the calculation gives 4.269 eV/A. For the energy above the lowest of the compared OMol25 structures with the same formula, charge and spin, the calculation gives 2.690 eV.

Cartesian coordinates (Å):
1 N 1.5181 0.2670 1.3888
2 C 0.3783 0.3121 2.3457
3 C -0.8911 -0.3901 1.8689
4 N -0.4999 -1.6055 1.1381
5 C -0.6147 -1.3275 -0.3246
6 C 0.5357 -2.0396 -1.1138
7 C -1.3198 -2.7706 1.5029
8 H 1.2287 0.7341 0.5064
9 H 2.3797 0.7646 1.6002
10 H 1.5657 -0.7639 1.0288
11 H 0.7462 -0.2420 3.2440
12 H 0.3151 1.3177 2.7826
13 H -1.4017 0.3833 1.2530
14 H -1.6386 -0.6411 2.6074
15 H -0.7938 -0.2776 -0.6824
16 H -1.5492 -1.7284 -0.7794
17 H 1.4819 -1.9072 -0.6203
18 H 0.2653 -3.0548 -1.2697
19 H 0.5996 -1.6369 -2.1474
20 H -2.3858 -2.5691 1.5487
21 H -1.0770 -3.2281 2.4426
22 H -1.2549 -3.4429 0.6354
23 H 0.5584 3.3122 0.8747
24 H 1.3864 2.6490 -0.3053
25 O 1.2776 2.7086 0.6604
26 H 0.6798 1.2039 -2.2992
27 H 2.0562 1.9269 -2.4244
28 O 1.5683 1.2781 -1.8965
29 H -1.0309 4.4299 2.2302
30 H -1.9324 4.6857 1.1310
31 O -1.6412 3.9280 1.6695
32 H 2.9846 -4.8387 0.2719
33 H 3.5116 -4.1728 -0.8444
34 O 2.8903 -3.9519 -0.1303
35 H -3.5321 0.0923 -1.7610
36 H -3.8846 1.2851 -2.6657
37 O -3.2360 0.9715 -2.0276
38 H 2.6652 -2.5026 1.7785
39 H 3.8689 -2.2185 0.7363
40 O 3.2921 -1.8702 1.4067
41 H -0.7763 0.5901 -4.2481
42 H -1.5936 0.6864 -2.8345
43 O -0.7388 0.6792 -3.2982
44 H -1.6404 3.6992 -1.3552
45 H -2.5211 4.6311 -2.1314
46 O -1.8001 4.6437 -1.4932

Löwdin atomic charge list, values in e, 4 entries:
1 N 0.136
2 C -0.140
3 C -0.174
4 N -0.209

# 12
The following is a DFT calculation (ωB97M-V/def2-TZVPD) of a 10-piece molecular cluster, C5H31NO10 overall at a distorted geometry.

The total charge is 0. For the largest force on an atom, the calculation gives 2.920 eV/A. As for the SMILES: CC[C@@H](CO)NC.O.O.O.O.O.O.O.O.O. For the energy above the lowest of the compared OMol25 structures with the same formula, charge and spin, the calculation gives 1.614 eV.

Cartesian coordinates (Å):
1 C -0.8414 -0.4903 -2.3588
2 N -0.6062 -1.3154 -1.1721
3 C 0.7069 1.4726 1.1697
4 C -0.3257 0.6372 0.4364
5 C 0.2496 -0.6531 -0.1685
6 C 0.5219 -1.7098 0.9661
7 O 1.7246 -1.3710 1.6295
8 H -1.4043 -1.1276 -3.1962
9 H 0.1395 -0.1312 -2.8557
10 H -1.4333 0.4645 -2.1895
11 H -1.4487 -1.6610 -0.7816
12 H 0.2119 2.2477 1.8735
13 H 1.3662 0.8633 1.8437
14 H 1.3036 2.0094 0.4365
15 H -1.1563 0.3288 1.1179
16 H -0.7867 1.2269 -0.3823
17 H 1.3114 -0.4332 -0.6616
18 H 0.6204 -2.7492 0.5743
19 H -0.2574 -1.6694 1.8029
20 H 2.4776 -1.4333 0.9920
21 H 3.7383 1.7990 -1.0982
22 H 2.4639 1.4457 -0.3378
23 O 3.0196 1.1197 -1.0540
24 H -1.9454 2.2469 2.1741
25 H -2.8293 1.8585 0.8434
26 O -2.3382 2.5962 1.2809
27 H -2.8197 -0.3287 -0.0306
28 H -4.1033 -0.1501 0.8252
29 O -3.4389 0.3660 0.2820
30 H -1.1674 0.1275 4.2287
31 H -0.2245 0.2084 3.1115
32 O -0.9016 0.7024 3.4938
33 H -2.3213 -4.3156 0.1232
34 H -0.9459 -3.6948 -0.1796
35 O -1.8011 -3.5272 0.2610
36 H 0.4871 -2.9351 -1.7105
37 H 1.8796 -3.3060 -1.2634
38 O 1.0077 -3.6937 -1.5497
39 H -0.0701 2.7960 -1.6731
40 H 1.0684 1.9317 -2.1545
41 O 0.2867 2.3174 -2.4533
42 H -0.9338 4.5133 -0.6950
43 H -1.2056 3.3083 0.3119
44 O -0.5285 3.7221 -0.3073
45 H 3.3777 -0.5825 -0.8010
46 H 4.4166 -1.5777 -0.2942
47 O 3.4554 -1.4533 -0.4094

Löwdin atomic charge list, values in e, 4 entries:
1 C -0.128
2 N -0.114
3 C -0.101
4 C -0.240

Number 1: orbital gap 0.3527 Ha, HOMO level -9.51 eV. Number 2: orbital gap 0.2926 Ha, HOMO level -4.73 eV. Number 3: orbital gap 0.3268 Ha, HOMO level -9.77 eV. Number 4: orbital gap 0.3028 Ha, HOMO level -9.19 eV. Number 5: orbital gap 0.2459 Ha, HOMO level -3.63 eV. Number 6: orbital gap 0.3296 Ha, HOMO level -8.62 eV. Number 7: orbital gap 0.3903 Ha, HOMO level -11.07 eV. Number 8: orbital gap 0.3222 Ha, HOMO level -9.94 eV. Number 9: orbital gap 0.3123 Ha, HOMO level -9.58 eV. Number 10: orbital gap 0.3377 Ha, HOMO level -11.92 eV. Number 11: orbital gap 0.3618 Ha, HOMO level -12.20 eV. Number 12: orbital gap 0.3359 Ha, HOMO level -8.90 eV.